{
  "formula": "C5H15NO2",
  "method": "ωB97M-V/def2-TZVPD",
  "max_force_ev_per_a": 4.10,
  "e_lumo_ev": 0.8,
  "orbital_gap_ev": 7.7,
  "smiles": "C/C=C(\\C)NC.O.O",
  "elements": ["C", "C", "C", "C", "N", "C", "H", "H", "H", "H", "H", "H", "H", "H", "H", "H", "H", "O", "H", "H", "O", "H", "H"],
  "xyz": [[1.85, -0.01, -2.28], [1.08, 0.03, -0.98], [-0.03, 0.68, -0.59], [-0.91, 1.38, -1.59], [-0.34, 0.49, 0.74], [-1.65, 0.99, 1.16], [2.85, 0.06, -2.00], [1.66, -1.04, -2.87], [1.59, 0.66, -3.02], [1.61, -0.66, -0.37], [-1.37, 0.71, -2.22], [-0.25, 2.04, -2.23], [-1.69, 1.97, -1.04], [-0.08, -0.42, 1.18], [-2.14, 1.72, 0.46], [-2.42, 0.21, 1.27], [-1.52, 1.42, 2.07], [-0.63, -3.15, 0.83], [-1.10, -3.86, 0.53], [0.28, -3.35, 0.93], [1.06, -0.32, 3.29], [0.56, 0.19, 3.89], [1.59, 0.27, 2.85]]
}